{
  "formula": "C43H76BN6O11S4",
  "method": "ωB97M-V with the def2-TZVPD basis set",
  "species": ["C", "C", "C", "C", "N", "C", "C", "C", "C", "N", "C", "N", "C", "N", "B", "C", "O", "N", "C", "C", "C", "S", "C", "S", "N", "C", "C", "C", "C", "C", "S", "S", "C", "C", "C", "H", "H", "H", "H", "H", "H", "H", "H", "H", "H", "H", "H", "H", "H", "H", "H", "H", "H", "H", "H", "H", "H", "H", "H", "H", "H", "H", "H", "H", "H", "H", "H", "H", "H", "H", "H", "H", "H", "H", "H", "H", "H", "H", "H", "H", "H", "O", "C", "O", "C", "C", "C", "H", "H", "H", "H", "H", "H", "O", "C", "O", "C", "C", "C", "H", "H", "H", "H", "H", "H", "O", "C", "O", "C", "C", "C", "H", "H", "H", "H", "H", "H", "O", "C", "O", "C", "C", "C", "H", "H", "H", "H", "H", "H", "O", "C", "O", "C", "C", "C", "H", "H", "H", "H", "H", "H"],
  "coordinates": [[-1.64405, 0.35151, 2.35618], [-2.84222, -0.78899, 2.12408], [-2.34214, -2.32658, 2.38542], [-2.62476, -3.37503, 1.15930], [-3.80479, -3.03689, 0.27692], [-3.79995, -3.86017, -1.00536], [-3.71668, -2.88441, -2.33501], [-2.20263, -2.17645, -2.39059], [-2.46143, -0.55963, -2.26041], [-1.20837, 0.27721, -2.11498], [-0.74177, 0.96763, -3.21345], [-1.23558, 1.04226, -4.64450], [-0.33201, 1.99680, -5.39451], [0.63606, 2.40230, -4.30489], [1.70254, 3.42991, -4.75724], [1.51798, 4.95227, -4.07911], [2.80286, 3.12575, -5.69374], [0.50470, 1.84986, -3.03568], [1.34375, 2.04977, -1.77105], [2.19022, 0.68848, -1.37919], [2.85002, 0.72565, 0.13526], [2.09933, -0.52047, 1.31656], [3.10895, -2.13798, 1.33171], [4.81469, -2.18130, 1.53917], [2.39953, -3.50055, 1.18877], [1.75431, -3.72004, 2.54170], [0.76019, -5.02140, 2.63197], [1.38788, -3.28124, 0.08480], [0.99385, -4.67084, -0.74391], [-5.12915, -3.11150, 1.00232], [-5.49107, -4.08673, 2.34599], [-6.56715, -2.04546, 0.33382], [-6.49166, -0.38829, 1.21625], [-6.14930, 0.74438, 0.07878], [-5.00293, 1.83567, 0.54601], [-1.55493, 1.06013, 1.39947], [-1.97092, 1.05493, 3.24892], [-0.60871, -0.11823, 2.63296], [-3.27227, -0.57421, 1.05750], [-3.66284, -0.54209, 2.92514], [-2.82076, -2.74875, 3.37460], [-1.15846, -2.28537, 2.53075], [-1.64464, -3.40556, 0.49158], [-2.72093, -4.47750, 1.60680], [-4.79066, -4.49473, -1.12034], [-2.84581, -4.56006, -1.05536], [-3.94248, -3.43198, -3.34533], [-4.51987, -2.01490, -2.18510], [-1.64805, -2.49066, -3.39951], [-1.51658, -2.58049, -1.52159], [-3.09689, -0.22376, -3.18509], [-3.12796, -0.41311, -1.28100], [-0.77007, 0.33037, -1.15059], [-0.31796, 2.35706, -6.50800], [0.35874, 5.05598, -3.86060], [2.03987, 4.97652, -3.00739], [1.88027, 5.81380, -4.78646], [2.82393, 3.78334, -6.44915], [1.99984, 3.02410, -1.78969], [0.55317, 2.21248, -0.89144], [3.03915, 0.56545, -2.17537], [1.42397, -0.22269, -1.37576], [4.02251, 0.57576, -0.02623], [2.74847, 1.80716, 0.62198], [2.64841, -3.93380, 3.30170], [1.20213, -2.77103, 2.94942], [0.55729, -5.27391, 3.76908], [-0.25761, -4.74620, 2.07409], [1.17282, -5.98702, 2.11275], [1.91575, -2.58406, -0.72712], [0.41789, -2.70504, 0.41048], [1.70234, -5.56011, -0.45325], [0.86773, -4.50579, -1.89614], [-0.08702, -4.97647, -0.34065], [-7.52863, -0.18239, 1.72533], [-5.64069, -0.36416, 2.02023], [-5.76605, 0.24366, -0.92473], [-7.16612, 1.30193, -0.17527], [-5.22967, 2.91993, 0.15099], [-4.89747, 1.81720, 1.71490], [-3.95683, 1.52002, 0.10090], [-5.52048, 2.95870, -2.26462], [-4.71221, 3.81804, -2.57513], [-4.61902, 5.04040, -1.97403], [-3.64452, 5.82596, -2.65889], [-2.76097, 4.83365, -3.36852], [-3.71576, 3.71173, -3.68956], [-4.16145, 6.49465, -3.35517], [-3.08425, 6.42887, -1.93833], [-2.26482, 5.25132, -4.24860], [-1.98537, 4.47089, -2.68305], [-4.22702, 3.87268, -4.64272], [-3.21336, 2.74174, -3.67808], [-3.43642, 2.24103, 4.66252], [-4.21838, 3.14825, 4.89419], [-3.97934, 4.16482, 5.77375], [-5.14582, 4.98016, 5.87535], [-5.91987, 4.72669, 4.60826], [-5.58708, 3.28877, 4.29997], [-5.70330, 4.68245, 6.76964], [-4.85453, 6.03009, 5.97240], [-6.99161, 4.91491, 4.71356], [-5.54022, 5.37149, 3.80632], [-6.26795, 2.59661, 4.80311], [-5.57065, 3.10267, 3.22363], [2.72532, -4.19045, 7.09784], [3.78897, -3.72179, 6.72746], [4.85157, -4.46602, 6.30180], [5.95880, -3.60145, 6.05215], [5.35678, -2.23934, 5.82602], [4.13925, -2.26463, 6.71506], [6.62236, -3.62331, 6.92300], [6.51157, -3.95372, 5.17638], [6.04610, -1.42124, 6.05118], [5.04496, -2.14069, 4.77909], [4.37287, -1.94449, 7.73425], [3.32545, -1.66701, 6.29794], [1.50675, 5.68728, -6.73283], [1.99684, 5.80739, -7.84349], [2.86047, 4.91117, -8.40486], [3.31594, 5.42110, -9.65718], [2.27177, 6.41950, -10.08358], [1.78213, 6.96793, -8.76719], [4.29760, 5.88349, -9.50985], [3.41424, 4.60170, -10.37519], [2.65972, 7.18592, -10.75978], [1.45037, 5.90213, -10.59411], [2.38839, 7.81218, -8.42731], [0.72612, 7.24348, -8.81528], [7.86426, -5.96815, 6.47114], [8.43661, -6.11259, 5.40355], [9.39244, -5.26502, 4.92166], [9.76259, -5.67590, 3.60639], [9.38067, -7.13052, 3.52184], [8.16779, -7.20596, 4.41439], [9.21864, -5.06051, 2.88212], [10.83668, -5.52703, 3.46216], [9.19287, -7.46754, 2.49895], [10.18348, -7.74980, 3.94017], [7.24724, -6.97728, 3.87024], [8.09418, -8.17671, 4.91001]],
  "mulliken_charge": [-0.3886, 1.0431, 0.0928, -0.1057, 0.6394, -0.7725, -0.5252, 0.4523, -0.5123, 0.5665, -0.0143, -0.5057, -0.1087, 0.4584, 0.5106, -0.7052, -0.7483, 0.3361, -0.8777, 0.2198, -0.6633, 0.1747, -0.1938, -0.1438, -0.0196, 0.1452, -0.7120, 0.0752, -1.0291, -0.1547, -0.1341, -0.1476, -0.1219, -0.4584, 0.2348, 0.0123, 0.1433, 0.0487, -0.7712, 0.1053, 0.3314, -0.3874, -0.7749, 0.3367, 0.3410, 0.2327, 0.4144, 0.1949, 0.3910, -0.4418, 0.3347, -0.4119, 0.0899, 0.3841, 0.1242, 0.2597, 0.3010, 0.3440, 0.3687, 0.1253, 0.3191, -0.2063, 0.3426, 0.3549, 0.0942, 0.0749, 0.3323, -0.0503, 0.2981, 0.0780, 0.1296, 0.3429, 0.3188, 0.1715, 0.4147, -0.1030, 0.1183, 0.4014, 0.2980, -0.3614, -0.3412, -0.5813, 0.6196, -0.3726, -0.6458, 0.0479, 0.0741, 0.2907, 0.3526, 0.3138, -0.0546, 0.3416, -0.3589, -0.5456, 0.4932, -0.3814, -0.4363, -0.6222, 0.2550, 0.2535, 0.3284, 0.3497, 0.2716, 0.2963, -0.2510, -0.6407, 0.4603, -0.2829, -0.2948, -0.1694, -0.3807, 0.3062, 0.1500, 0.3849, -0.1003, 0.2681, 0.2708, -0.5628, 0.5759, -0.4318, -0.4947, -0.5125, -0.4528, 0.2817, 0.3297, 0.3321, 0.2701, 0.2891, 0.3069, -0.5788, 0.5555, -0.3514, -0.3950, -0.4704, -0.3930, 0.2439, 0.3024, 0.3171, 0.2709, 0.2235, 0.3050],
  "charge": 1,
  "e_homo_ev": -9.74,
  "e_lumo_ev": -3.305,
  "homo_lumo_gap_ev": 6.43
}